# 1
ORCA calculation (ωB97M-V/def2-TZVPD) on C2H4N4 in the gas phase.

The geometry in XYZ format:
```
10
Properties=species:S:1:pos:R:3:nbo_charge:R:1
N 2.0871 -0.2279 -0.1832 -0.8830
C 0.8051 -0.3733 -0.0975 0.4915
N -0.1845 -1.3124 -0.1229 -0.4109
N -1.3229 -0.5649 0.0475 -0.3139
C -1.1217 0.7321 0.1737 0.2129
N 0.1977 0.8767 0.0877 -0.5681
H 0.9742 1.5312 0.0882 0.4677
H 2.6362 -1.0479 -0.3527 0.3540
H -2.2122 -1.0427 0.0629 0.4214
H -1.8983 1.4706 0.3162 0.2283
```

Its multiplicity is 1. As for the energy relative to the best compared isomer or geometry (same formula, charge and spin): 42.32 kcal/mol. The value obtained for the orbital gap is 0.2945 hartree.

---

# 2
ORCA calculation (ωB97M-V/def2-TZVPD) on 2 unconnected molecules or ions with the total composition CH3BrI2Si.

The geometry in XYZ format:
```
8
Properties=species:S:1:pos:R:3:nbo_charge:R:1
C 0.4969 -0.4974 0.3154 -0.9603
Si -0.0111 1.2848 0.2288 0.9062
Br 0.4016 -1.3789 2.2187 -0.0565
I -2.4438 1.2621 0.5831 -0.1589
I -0.2630 -1.6667 -3.1318 -0.1896
H 1.5896 -0.7732 0.0593 0.2812
H -0.2489 -0.9331 -0.3531 0.2752
H 0.4787 2.7024 0.0796 -0.0974
```

Its multiplicity is 1. As for the energy relative to the best compared isomer or geometry (same formula, charge and spin): 121.39 kcal/mol. The value obtained for the orbital gap (alpha / beta) is 0.2947 / 0.1461 hartree.

---

# 3
ORCA calculation (ωB97M-V/def2-TZVPD) on a molecular structure, C34H29NNbO5.

The geometry in XYZ format:
```
70
Properties=species:S:1:pos:R:3:nbo_charge:R:1
C 4.2896 -3.1699 3.7484 -0.3771
C 3.4001 -2.0668 3.9233 -0.4799
Nb 1.6586 -0.5453 4.1519 1.9069
C -0.1099 0.8789 4.3980 -1.0456
C -1.3115 0.3314 5.3685 0.7045
O -1.6401 1.1017 6.4430 -0.6435
N -2.1365 -0.9205 5.1751 -0.5268
C -1.7439 -2.0401 6.1133 -0.4295
C -2.2192 -1.3608 3.7311 -0.4398
H 4.9044 -4.1902 3.8255 0.2415
H 2.4698 0.5767 2.9332 -0.4011
H 2.6052 0.3107 5.4333 -0.4077
H 0.9220 -1.6681 5.3642 -0.4573
H 0.8332 -1.3296 2.7411 -0.4303
H 0.3301 1.8621 4.9128 0.2757
H -0.5381 1.2616 3.3515 0.2553
H -1.2296 -2.9549 5.5892 0.2087
H -2.7560 -2.4060 6.6300 0.1833
H -1.0563 -1.6869 7.0124 0.2389
H -2.6959 -0.5192 3.0318 0.2057
H -3.0141 -2.2511 3.7032 0.1962
H -1.2282 -1.8135 3.2925 0.2243
C -4.4815 2.7818 0.2537 -0.1862
C -4.8961 3.4114 -0.9196 -0.1978
C -4.9451 2.6952 -2.1166 -0.1724
C -4.5666 1.3474 -2.1431 -0.0700
C -4.1287 0.7247 -0.9750 -0.1641
C -4.0970 1.4405 0.2290 -0.1585
C -3.6799 -0.6824 -1.0011 0.5894
O -3.2985 -1.2312 0.0253 -0.5254
C -3.6892 -1.4153 -2.2828 -0.0634
C -3.2120 -2.7316 -2.3331 -0.1849
C -3.2297 -3.4365 -3.5385 -0.1907
C -3.7312 -2.8341 -4.6920 -0.1992
C -4.2020 -1.5211 -4.6460 -0.1524
C -4.1718 -0.8072 -3.4407 -0.1620
C -4.6387 0.5929 -3.4102 0.5283
O -5.0753 1.1247 -4.4245 -0.5370
H -4.4520 3.3374 1.1885 0.2257
H -5.1836 4.4604 -0.9027 0.2176
H -5.2748 3.1919 -3.0277 0.2355
H -3.7692 0.9571 1.1477 0.2483
H -2.8218 -3.2103 -1.4364 0.2467
H -2.8538 -4.4567 -3.5765 0.2198
H -3.7518 -3.3854 -5.6296 0.2165
H -4.5876 -1.0557 -5.5517 0.2371
C 7.8720 1.1516 -1.7223 -0.2064
C 7.5166 1.1456 -0.3737 -0.1966
C 6.1734 1.0531 -0.0059 -0.1665
C 5.1805 0.9784 -0.9904 -0.0407
C 5.5341 1.0092 -2.3388 -0.1596
C 6.8841 1.0843 -2.7058 -0.1554
C 4.4923 0.9812 -3.3856 0.5422
O 4.8023 1.0046 -4.5703 -0.5451
C 3.0722 0.9333 -2.9841 -0.1566
C 2.0723 0.9647 -3.9650 -0.1564
C 0.7270 0.9064 -3.5946 -0.2053
C 0.3775 0.8074 -2.2481 -0.1954
C 1.3714 0.7816 -1.2686 -0.1664
C 2.7212 0.8546 -1.6373 -0.0428
C 3.7636 0.8627 -0.5920 0.4813
O 3.4571 0.7804 0.5919 -0.4693
H 8.9195 1.2145 -2.0090 0.2118
H 8.2858 1.2109 0.3927 0.2171
H 5.9038 1.0437 1.0489 0.2535
H 7.1686 1.0951 -3.7565 0.2331
H 2.3368 1.0387 -5.0186 0.2328
H -0.0479 0.9361 -4.3575 0.2138
H -0.6701 0.7546 -1.9597 0.2145
H 1.0907 0.7091 -0.2192 0.2587
```

Its charge is -1. Its multiplicity is 1. The value obtained for the orbital gap is 0.1944 hartree.

---

# 4
ORCA calculation (ωB97M-V/def2-TZVPD) on a molecular structure, C24H33N4OPPtS2.

The geometry in XYZ format:
```
66
Properties=species:S:1:pos:R:3:mulliken_charge:R:1
Pt -0.6325 -0.0920 0.2456 1.5642
C -1.1203 0.4517 2.3800 -0.5399
C -1.0224 -0.9805 2.2211 -0.3783
C 0.3641 -1.3165 2.2433 -0.6756
C 1.1002 -0.1310 2.4232 -0.0646
C 0.1981 0.9571 2.5045 -0.4977
H -2.0243 0.9994 2.5999 0.5295
H -1.8414 -1.6781 2.3250 0.5801
H 0.7702 -2.3111 2.2410 0.5192
H 2.1646 -0.0698 2.5603 0.5251
H 0.4565 1.9734 2.7439 0.4471
S -2.2597 1.0378 -1.3773 -0.1556
C -2.1710 -0.5237 -2.0476 0.6087
N -1.4606 -1.4401 -1.4090 -0.0925
C -1.4959 -2.6455 -2.0228 -0.4007
C -0.8745 -3.8242 -1.5914 -0.4461
C -0.9825 -4.9477 -2.3780 -0.7062
C -1.6866 -4.9205 -3.5924 -0.5057
C -2.3305 -3.7785 -4.0278 -0.5830
C -2.2494 -2.6447 -3.2326 0.9211
S -2.9371 -1.0726 -3.5162 -0.0671
H -0.3403 -3.8234 -0.6537 0.4441
H -0.5320 -5.8739 -2.0608 0.4186
H -1.7266 -5.8117 -4.1992 0.4197
H -2.8790 -3.7661 -4.9562 0.4453
O 1.2587 0.3872 -1.0814 -1.1804
P 2.0952 1.4167 -1.7525 -0.9404
N 1.4508 2.9304 -1.4843 0.7258
C 0.2440 3.1510 -0.7134 0.8760
C 0.2836 4.6275 -0.3442 -0.7034
C 0.9859 5.2287 -1.5621 -0.8930
C 2.0643 4.1921 -1.8668 -0.3261
N 3.6845 1.3096 -1.2843 0.4340
C 4.0339 0.9868 0.0955 -0.3132
C 5.5166 1.3397 0.2089 -0.7208
C 5.6753 2.4734 -0.8013 -0.7936
C 4.7851 1.9943 -1.9443 -0.4645
N 2.1912 1.3237 -3.4129 0.4292
C 3.0645 0.3794 -4.0940 -0.4653
C 2.2703 -0.0727 -5.3166 -0.7673
C 1.4130 1.1550 -5.6115 -0.7258
C 1.0055 1.6015 -4.2131 -0.1648
H 0.1824 2.4645 0.1414 -0.6825
H -0.6331 2.9530 -1.3473 -0.3485
H 0.8741 4.7880 0.5582 0.3222
H -0.7100 5.0330 -0.1852 0.4195
H 1.4085 6.2108 -1.3723 0.4158
H 0.2877 5.3012 -2.3981 0.3109
H 2.9526 4.3886 -1.2560 0.1906
H 2.3652 4.1868 -2.9155 0.3958
H 3.8261 -0.0676 0.2929 0.1655
H 3.4260 1.5832 0.7867 0.1651
H 6.1274 0.4867 -0.0866 0.3313
H 5.7943 1.6320 1.2173 0.3777
H 6.7073 2.6155 -1.1117 0.4030
H 5.3001 3.4119 -0.3903 0.2383
H 5.3411 1.2757 -2.5593 0.3405
H 4.4243 2.7935 -2.5912 0.3950
H 3.3505 -0.4345 -3.4252 0.4099
H 3.9719 0.9025 -4.4158 0.2783
H 1.6433 -0.9278 -5.0631 0.2916
H 2.9176 -0.3452 -6.1456 0.3793
H 0.5601 0.9407 -6.2464 0.3946
H 2.0179 1.9271 -6.0852 0.3238
H 0.1523 1.0134 -3.8437 -0.0387
H 0.7358 2.6582 -4.1526 0.2048
```

Its charge is +2. Its multiplicity is 1. The value obtained for the orbital gap (alpha / beta) is 0.1628 / 0.1383 hartree.

---

# 5
ORCA calculation (ωB97M-V/def2-TZVPD) on a molecular structure, C11H10.

The geometry in XYZ format:
```
21
Properties=species:S:1:pos:R:3:nbo_charge:R:1
C -3.3583 -1.4807 -0.8491 -0.3366
C -2.2743 -0.9897 -0.9167 -0.0698
C 0.8794 0.1054 2.9023 -0.1997
C 1.3057 -0.9139 2.0685 -0.2236
C 0.0272 1.0855 2.4161 -0.2082
C 0.8748 -0.9651 0.7560 -0.1265
C -0.4129 1.0394 1.1087 -0.1618
C 0.0054 0.0090 0.2656 -0.1723
C -0.1395 0.1505 -2.3042 -0.2131
C -0.5070 -0.1054 -1.0766 0.1402
C 1.1692 0.8158 -2.6189 -0.6399
H -4.2985 -1.9441 -0.7618 0.2266
H 1.2017 0.1390 3.9313 0.2148
H 1.9750 -1.6753 2.4454 0.2154
H -0.2971 1.8860 3.0664 0.2160
H 1.1960 -1.7617 0.1000 0.2118
H -1.0847 1.7934 0.7244 0.2204
H -0.7633 -0.1143 -3.1447 0.2359
H 1.5476 1.3521 -1.7498 0.2226
H 1.9052 0.0644 -2.9121 0.2246
H 1.0485 1.5098 -3.4507 0.2232
```

Its multiplicity is 1. As for the energy relative to the best compared isomer or geometry (same formula, charge and spin): 108.38 kcal/mol. The value obtained for the orbital gap is 0.3646 hartree.

---

# 6
ORCA calculation (ωB97M-V/def2-TZVPD) on C5H11NO in the gas phase.

The geometry in XYZ format:
```
18
Properties=species:S:1:pos:R:3:nbo_charge:R:1
C 1.8287 0.4576 -1.1284 -0.6289
C 1.4640 0.2886 0.3777 -0.2059
N 0.0579 -0.0841 0.5611 -0.4511
C -0.3758 -1.3177 1.2045 -0.4052
C -0.8043 0.7555 -0.0840 0.6818
O -0.4339 1.8506 -0.4866 -0.6363
C -2.1922 0.2624 -0.3942 -0.7139
H 2.8161 0.9204 -1.2163 0.2118
H 1.1498 1.1132 -1.6884 0.2454
H 1.8275 -0.5096 -1.6422 0.1956
H 1.6522 1.2304 0.9084 0.2077
H 2.0752 -0.4840 0.8660 0.1953
H 0.4094 -1.7011 1.8634 0.2132
H -1.2539 -1.1405 1.8367 0.2050
H -0.6332 -2.1088 0.4883 0.1913
H -2.6539 1.0558 -0.9797 0.2457
H -2.7805 0.0678 0.5055 0.2245
H -2.1531 -0.6564 -0.9919 0.2240
```

As for the SMILES: CCN(C)C(C)=O. Its multiplicity is 1. As for the energy relative to the best compared isomer or geometry (same formula, charge and spin): 15.30 kcal/mol. The value obtained for the orbital gap is 0.3672 hartree.

---

The calculation returns the following total energy values, one per record and in order: -297.57687 -3498.71749 -1800.56302 -2485.07300 -424.99733 -327.10696 a.u..